No. 1
This record from OMol25 describes the molecule C2H6N4O2. The level of theory is ωB97M-V/def2-TZVPD.

## Properties
SMILES = [H]/N=C(/N)O/C(=N/[H])NO
Net charge = 0
E_LUMO = 0.582 eV
Kohn-Sham gap = 9.63 eV
Maximum force = 0.080 Eh/bohr
Relative energy (zero: lowest compared OMol25 entry of this formula, charge and spin) = 335.71 kJ/mol
E = -449.19331 a.u.
M = 118.10 Da

Each line ends with the natural charge from an NBO analysis.
Element x y z (Å)
H1 2.08150 -0.85579 -1.00375  0.400
N1 1.87270 -1.39644 -0.08905  -0.715
C1 1.11465 -0.78939 0.76581  0.666
N2 0.91062 -1.15087 2.09942  -0.845
O1 0.26188 0.29391 0.52505  -0.500
C2 -0.29285 0.45004 -0.69789  0.682
N3 0.09157 -0.12728 -1.78073  -0.829
H2 -0.40115 -0.31301 -2.74136  0.401
N4 -1.20361 1.48811 -0.85080  -0.347
O2 -2.21863 1.54924 0.07813  -0.558
H3 1.56508 -1.85579 2.39452  0.394
H4 -0.10245 -1.37179 2.56785  0.407
H5 -1.47120 1.61218 -1.89238  0.374
H6 -2.20812 2.46689 0.62516  0.471

***

No. 2
This record from OMol25 describes the molecule C2H6N4O2. The level of theory is ωB97M-V/def2-TZVPD.

## Properties
SMILES = N/N=C(/NN)C(=O)O
Net charge = 0
E_LUMO = 0.232 eV
Kohn-Sham gap = 9.22 eV
Maximum force = 0.103 Eh/bohr
Relative energy (zero: lowest compared OMol25 entry of this formula, charge and spin) = 529.93 kJ/mol
E = -449.11934 a.u.
M = 118.10 Da

Each line ends with the natural charge from an NBO analysis.
Element x y z (Å)
N1 -1.42617 0.72634 -1.88015  -0.704
N2 -0.66382 1.17791 -0.70912  -0.381
C1 -0.06948 0.36759 0.16293  0.271
N3 1.11058 0.70770 0.93889  -0.463
N4 1.65468 -0.11213 2.03860  -0.677
C2 -0.04888 -1.29019 -0.00924  0.746
O1 0.46964 -2.04494 0.81088  -0.584
O2 -0.99535 -1.61489 -1.00114  -0.696
H1 -1.90701 1.69621 -2.31450  0.412
H2 -0.51430 0.43401 -2.35510  0.392
H3 1.17882 1.67340 0.86505  0.385
H4 1.81614 -1.20315 1.76543  0.444
H5 0.81125 0.20560 2.90687  0.354
H6 -1.41608 -0.72344 -1.21940  0.501

***

No. 3
This record from OMol25 describes a cluster of 2 separate species, C2H6N4O2 in total. The level of theory is ωB97M-V/def2-TZVPD.

## Properties
SMILES = [O-]/[NH+]=C/NO.N=C=N
Net charge = 0
E_LUMO (spin up / spin down) = 0.481 / 0.481 eV
Kohn-Sham gap (spin up / spin down) = 8.59 / 8.60 eV
Maximum force = 0.098 Eh/bohr
Relative energy (zero: lowest compared OMol25 entry of this formula, charge and spin) = 551.17 kJ/mol
E = -449.11125 a.u.
M = 118.10 Da

Each line ends with the natural charge from an NBO analysis.
Element x y z (Å)
O1 0.07258 -1.68373 -0.09949  -0.554
N1 -0.80827 -0.87673 0.36021  -0.060
C1 -1.13385 0.36140 0.01063  0.099
N2 -2.16054 0.89046 0.93075  -0.329
O2 -2.29443 0.23647 2.14164  -0.591
H1 -1.25600 -0.99670 1.25416  0.367
H2 -0.98002 0.76317 -0.94896  0.221
H3 -1.83892 1.87157 1.10801  0.350
H4 -3.24733 0.01071 2.40106  0.499
N3 2.52599 0.89686 -0.80727  -0.749
C2 2.72259 -0.13885 -1.39484  0.680
N4 2.86880 -0.91323 -2.30986  -0.732
H5 3.10741 1.37947 -0.23473  0.390
H6 2.42198 -1.80086 -2.41130  0.409

***

No. 4
This record from OMol25 describes a structure of composition C2H6N4O2S2. The level of theory is ωB97M-V/def2-TZVPD.

## Properties
Net charge = 0
E_LUMO (spin up / spin down) = -1.739 / -1.740 eV
Kohn-Sham gap (spin up / spin down) = 6.30 / 6.30 eV
Maximum force = 0.078 Eh/bohr
Relative energy (zero: lowest compared OMol25 entry of this formula, charge and spin) = 172.85 kJ/mol
E = -1245.52739 a.u.
M = 182.23 Da

Each line ends with the natural charge from an NBO analysis.
Element x y z (Å)
C1 -0.04457 -1.52046 0.75115  -0.162
C2 2.17459 0.00688 -0.66449  0.209
N1 -0.18238 -0.53679 -0.02885  -0.190
N2 0.78360 0.09477 -0.72176  -0.445
N3 2.89672 1.07157 -1.17183  -0.802
N4 -2.62345 0.96693 1.04569  -1.031
O1 -2.53239 0.83245 -1.45623  -0.826
O2 -3.04320 -1.16383 0.02921  -0.857
S1 3.06037 -1.06304 0.17350  -0.244
S2 -2.33313 0.00090 -0.30529  2.257
H1 0.98790 -1.97017 1.00363  0.259
H2 -0.91692 -1.99496 1.23914  0.205
H3 2.51831 1.89927 -1.69539  0.402
H4 3.90087 0.93850 -1.18659  0.408
H5 -2.39586 1.90610 1.02143  0.402
H6 -2.25046 0.53186 1.96668  0.413

***

No. 5
This record from OMol25 describes the molecule C2H6N4S. The level of theory is ωB97M-V/def2-TZVPD.

## Properties
SMILES = NN1C=CNN1S
Net charge = 0
E_LUMO = 0.838 eV
Kohn-Sham gap = 8.08 eV
Maximum force = 0.055 Eh/bohr
Relative energy (zero: lowest compared OMol25 entry of this formula, charge and spin) = 410.17 kJ/mol
E = -696.86984 a.u.
M = 118.16 Da

Each line ends with the natural charge from an NBO analysis.
Element x y z (Å)
N1 -0.44648 0.30331 1.95658  -0.621
N2 -0.70969 -0.10508 0.69355  -0.117
C1 -0.17352 -1.26863 0.16097  -0.115
C2 -0.05228 -1.15019 -1.16836  -0.111
N3 -0.47067 0.13454 -1.53158  -0.439
N4 -0.55559 0.96153 -0.46791  -0.159
S1 1.08228 1.95237 -0.18005  -0.132
H1 -1.15225 0.96911 2.25523  0.369
H2 0.48363 0.72072 2.05989  0.356
H3 0.02990 -2.10050 0.80216  0.236
H4 0.24182 -1.85973 -1.91177  0.226
H5 -0.17942 0.55141 -2.40479  0.401
H6 1.90227 0.89113 -0.26392  0.105

***

No. 6
This record from OMol25 describes the molecule C2H6N4S. The level of theory is ωB97M-V/def2-TZVPD.

## Properties
SMILES = C=NNC(=S)NN
Net charge = 0
E_LUMO = 0.106 eV
Kohn-Sham gap = 8.76 eV
Maximum force = 0.117 Eh/bohr
Relative energy (zero: lowest compared OMol25 entry of this formula, charge and spin) = 331.90 kJ/mol
E = -696.89965 a.u.
M = 118.16 Da

Each line ends with the natural charge from an NBO analysis.
Element x y z (Å)
C1 0.63256 1.34655 1.66217  -0.144
N1 0.88709 1.77980 0.36086  -0.205
N2 0.17898 1.03468 -0.62224  -0.496
C2 -0.39459 -0.30267 -0.38652  0.199
S1 -2.00996 -0.56004 -0.55276  -0.138
N3 0.54630 -1.22907 0.00062  -0.462
N4 1.96995 -1.20629 -0.03957  -0.652
H1 1.20661 1.70690 2.51355  0.191
H2 0.10218 0.46455 1.89628  0.171
H3 -0.40833 1.59738 -1.08089  0.385
H4 0.17674 -2.20187 -0.09300  0.401
H5 2.26650 -0.59241 -0.85535  0.380
H6 2.31161 -0.93095 0.91189  0.370

***

No. 7
This record from OMol25 describes the molecule C2H6N4S. The level of theory is ωB97M-V/def2-TZVPD.

## Properties
SMILES = [H]/N=[N+]([S-])/N=N/CC
Net charge = 0
E_LUMO (spin up / spin down) = -0.518 / -0.519 eV
Kohn-Sham gap (spin up / spin down) = 8.43 / 8.43 eV
Maximum force = 0.088 Eh/bohr
Relative energy (zero: lowest compared OMol25 entry of this formula, charge and spin) = 477.32 kJ/mol
E = -696.84426 a.u.
M = 118.16 Da

Each line ends with the natural charge from an NBO analysis.
Element x y z (Å)
H1 -3.06836 1.53678 -2.02339  0.362
N1 -2.00498 1.53397 -1.73533  -0.342
N2 -1.58255 0.36433 -1.67203  -0.039
S1 -2.08542 -1.00877 -2.45184  -0.071
N3 -0.33162 0.15549 -1.15033  -0.025
N4 -0.23375 -0.20740 0.05836  -0.093
C1 1.10643 -0.51944 0.45747  -0.275
C2 1.27818 -0.13342 1.96392  -0.605
H2 1.35364 -1.53838 0.31259  0.220
H3 1.65867 -0.03550 -0.32124  0.204
H4 0.92975 0.90224 2.01340  0.217
H5 0.61980 -0.77772 2.52271  0.224
H6 2.36020 -0.27219 2.02570  0.222

***

No. 8
This record from OMol25 describes the molecule C2H6N4S. The level of theory is ωB97M-V/def2-TZVPD.

## Properties
SMILES = CN1C[N+]([S-])=NN1
Net charge = 0
E_LUMO (spin up / spin down) = -0.284 / -0.498 eV
Kohn-Sham gap (spin up / spin down) = 7.97 / 7.74 eV
Maximum force = 0.067 Eh/bohr
Relative energy (zero: lowest compared OMol25 entry of this formula, charge and spin) = 441.49 kJ/mol
E = -696.85791 a.u.
M = 118.16 Da

Each line ends with the natural charge from an NBO analysis.
Element x y z (Å)
C1 -0.84688 -0.03568 -0.63125  -0.428
N1 0.16486 -0.40103 0.45908  -0.315
C2 1.31359 0.51703 0.82395  -0.102
N2 2.38804 -0.18022 0.13414  -0.265
S1 3.80997 0.52158 -0.14244  -0.025
N3 2.07073 -1.41468 -0.24184  -0.020
N4 0.71569 -1.61427 0.07235  -0.307
H1 -1.85624 -0.33433 -0.24459  0.216
H2 -0.85634 1.12271 -0.71153  0.198
H3 -0.52134 -0.57958 -1.62212  0.221
H4 1.14550 1.48303 0.27485  0.227
H5 1.38099 0.72764 1.94274  0.235
H6 0.84806 -2.30032 0.81648  0.366

***

No. 9
This record from OMol25 describes a structure of composition C2H6N5. The level of theory is ωB97M-V/def2-TZVPD.

## Properties
Net charge = +1
E_LUMO = -5.574 eV
Kohn-Sham gap = 8.99 eV
Maximum force = 0.108 Eh/bohr
Relative energy (zero: lowest compared OMol25 entry of this formula, charge and spin) = 460.58 kJ/mol
E = -353.16990 a.u.
M = 100.10 Da

Each line ends with the natural charge from an NBO analysis.
Element x y z (Å)
C1 -1.17679 0.65542 0.08488  0.672
C2 0.73821 -0.93511 0.31489  -0.155
N1 -1.77157 0.06312 1.07082  -0.332
N2 -1.42586 -1.00795 1.57169  0.198
N3 -0.05028 -0.58854 -0.95371  -0.602
N4 -0.26019 -1.47927 1.27145  -0.274
N5 -1.24040 1.85690 -0.38197  -0.700
H1 1.16349 -1.85149 -0.03999  0.245
H2 1.58574 -0.42533 0.76247  0.243
H3 0.51834 -0.12776 -1.68119  0.387
H4 -0.13755 -2.40148 1.58988  0.426
H5 -1.57290 2.56769 0.22749  0.440
H6 -0.82747 2.09577 -1.28200  0.452

***

No. 10
This record from OMol25 describes the ion C2H6N5 with charge +1. The level of theory is ωB97M-V/def2-TZVPD.

## Properties
Expectation value of S² = 2.022
Multiplicity = 3
Net charge = +1
E_LUMO (spin up / spin down) = -4.125 / -7.332 eV
Kohn-Sham gap (spin up / spin down) = 6.62 / 8.47 eV
Maximum force = 0.160 Eh/bohr
Relative energy (zero: lowest compared OMol25 entry of this formula, charge and spin) = 184.04 kJ/mol
E = -353.02333 a.u.
M = 100.10 Da

Each line ends with the natural charge from an NBO analysis.
Element x y z (Å)
C1 -0.27447 -0.29141 -0.88198  0.402
C2 -0.35190 -1.16099 0.33184  -0.734
N1 -1.78872 -2.51432 -0.85378  0.013
N2 -0.37761 -0.47191 -2.10899  -0.287
N3 -1.26813 -2.29259 -1.81599  -0.022
N4 -0.74460 -1.62102 -2.66519  0.126
N5 0.14878 1.10021 -0.63861  -0.671
H1 -1.42536 -1.34565 0.54276  0.317
H2 -0.07966 -0.41331 1.14867  0.217
H3 0.34726 -2.02501 0.35703  0.296
H4 0.92658 1.08922 0.04957  0.445
H5 -0.55457 1.53637 -0.18180  0.434
H6 0.52206 1.69675 -1.33492  0.465

***

What is the net charge in the seventh record? 0

***

Number 5 is which compound? C2H6N4S